(1)
C33H57BaN7O7P2Sb | ωB97M-V/def2-TZVPD

```
108
Properties=species:S:1:pos:R:3:lowdin_charge:R:1
Ba 0.85 -0.14 0.61 1.78
N -1.14 -2.03 1.35 -0.12
C -1.96 -2.43 0.19 -0.25
C -1.16 -3.26 -0.82 -0.18
N -0.41 -2.50 -1.83 -0.17
C -1.19 -2.28 -3.05 -0.19
C -2.31 -1.26 -2.90 -0.25
N -1.85 0.06 -2.45 0.01
C 0.86 -3.15 -2.18 -0.19
C 1.89 -2.19 -2.75 -0.23
N 2.28 -1.24 -1.72 -0.05
H -0.88 -2.85 1.90 0.07
H -1.69 -1.45 1.97 0.08
H -2.31 -1.50 -0.27 0.07
H -2.85 -2.99 0.47 0.12
H -1.83 -3.99 -1.29 0.13
H -0.43 -3.84 -0.24 0.11
H -1.62 -3.23 -3.41 0.13
H -0.52 -1.92 -3.82 0.11
H -3.05 -1.62 -2.19 0.10
H -2.83 -1.15 -3.84 0.12
H -1.32 0.53 -3.18 0.09
H -1.21 -0.07 -1.66 0.03
H 0.70 -3.99 -2.87 0.13
H 1.29 -3.58 -1.26 0.10
H 1.49 -1.65 -3.60 0.11
H 2.74 -2.78 -3.12 0.12
H 2.67 -0.37 -2.05 0.07
H 3.00 -1.63 -1.11 0.03
N -4.91 1.66 2.57 0.03
C -5.39 2.88 1.88 -0.36
C -5.66 2.62 0.40 -0.11
C -4.43 2.43 -0.49 -0.37
N -3.78 1.12 -0.29 0.05
C -3.40 3.54 -0.24 -0.10
C -3.10 3.77 1.23 -0.26
N -2.36 2.59 1.82 0.19
C -4.37 4.01 2.05 -0.09
H -5.44 0.85 2.28 0.09
H -5.06 1.75 3.57 0.09
H -3.06 1.88 2.09 0.10
H -6.34 3.21 2.32 0.14
H -6.18 3.51 0.02 0.13
H -6.36 1.79 0.27 0.12
H -4.77 2.53 -1.53 0.14
H -3.09 1.01 -1.03 0.03
H -4.46 0.39 -0.46 0.08
H -3.81 4.48 -0.63 0.13
H -2.48 3.35 -0.80 0.12
H -2.41 4.61 1.34 0.15
H -1.81 2.91 2.62 0.14
H -1.66 2.25 1.15 0.08
H -4.82 4.94 1.69 0.13
H -4.13 4.17 3.10 0.13
O 1.04 1.53 2.66 -0.34
P 0.86 2.90 1.60 0.21
O 0.27 3.99 2.37 -0.25
O 0.09 2.37 0.39 -0.52
O 2.40 3.03 1.18 -0.27
P 3.47 2.12 0.28 0.21
O 2.78 2.22 -1.21 -0.15
O 4.82 2.67 0.28 -0.24
O 3.19 0.69 0.68 -0.57
H 1.94 1.27 2.44 -0.04
H 3.13 3.06 -1.54 0.08
C 5.08 -3.77 4.50 -0.04
C 3.68 -4.02 4.99 -0.29
C 3.46 -4.91 6.04 -0.04
C 2.19 -5.20 6.51 -0.07
C 1.09 -4.59 5.91 -0.09
C 1.29 -3.70 4.87 -0.16
C 2.57 -3.40 4.41 -0.36
Sb 2.69 -1.95 2.85 1.49
C 3.91 -0.54 3.90 -0.34
C 5.16 -0.13 3.44 -0.12
C 5.87 0.86 4.09 -0.06
C 5.33 1.46 5.22 -0.06
C 4.08 1.06 5.67 -0.04
C 3.35 0.07 5.02 -0.31
C 1.99 -0.29 5.58 -0.07
C 3.83 -2.86 1.28 -0.34
C 4.78 -2.13 0.56 -0.14
C 5.38 -2.66 -0.58 -0.08
C 5.02 -3.92 -1.02 -0.08
C 4.05 -4.64 -0.34 -0.05
C 3.43 -4.12 0.80 -0.32
C 2.36 -4.93 1.49 -0.06
H 5.81 -4.31 5.11 0.08
H 5.34 -2.71 4.54 0.07
H 5.20 -4.09 3.46 0.08
H 4.32 -5.39 6.50 0.11
H 2.06 -5.89 7.33 0.11
H 0.09 -4.81 6.26 0.10
H 0.43 -3.23 4.41 0.08
H 5.61 -0.60 2.58 0.08
H 6.84 1.17 3.72 0.11
H 5.86 2.25 5.73 0.11
H 3.65 1.54 6.54 0.12
H 1.53 0.59 6.02 0.09
H 2.08 -1.06 6.36 0.09
H 1.31 -0.68 4.83 0.03
H 5.03 -1.12 0.84 0.07
H 6.12 -2.08 -1.12 0.11
H 5.48 -4.35 -1.91 0.11
H 3.75 -5.62 -0.69 0.11
H 2.14 -5.83 0.92 0.08
H 1.43 -4.36 1.59 0.05
H 2.65 -5.23 2.49 0.08
```

For the HOMO-LUMO gap, the calculation gives 8.142 eV. The net charge is +1. The multiplicity is 1.

***

(2)
C33H57BeN4OP2 | ωB97M-V/def2-TZVPD

```
98
Properties=species:S:1:pos:R:3:lowdin_charge:R:1
C 1.93 -1.34 -0.91 -0.32
C 1.54 0.81 -1.83 -0.33
C 3.05 -1.48 -1.71 -0.07
C 2.47 0.52 -2.86 -0.04
C 3.26 -0.61 -2.78 -0.06
H 3.72 -2.31 -1.48 0.11
H 2.68 1.28 -3.62 0.12
H 4.03 -0.84 -3.51 0.11
N 1.10 -0.27 -1.04 0.03
P 0.12 -2.77 0.85 1.12
P 0.42 2.68 -0.04 1.11
C 1.77 -2.39 0.20 -0.19
H 2.20 -3.35 -0.14 0.11
H 2.38 -2.05 1.06 0.09
C -0.73 -1.15 1.06 -0.37
O -1.30 -0.77 2.08 -0.02
C 1.23 2.16 -1.52 -0.28
H 1.55 2.91 -2.26 0.06
C -1.48 3.33 -0.07 -0.66
C 1.69 4.05 0.34 -0.68
C -0.75 -3.83 -0.39 -0.62
C 0.42 -3.54 2.50 -0.64
C -2.38 2.24 0.52 -0.11
H -2.09 1.97 1.54 0.05
H -3.41 2.63 0.56 0.09
H -2.40 1.32 -0.08 0.03
C -1.62 4.58 0.80 -0.11
H -1.33 4.38 1.84 0.07
H -1.05 5.43 0.42 0.06
H -2.67 4.87 0.81 0.09
C -1.89 3.64 -1.51 -0.10
H -2.82 4.24 -1.48 0.09
H -1.13 4.23 -2.05 0.08
H -2.10 2.72 -2.07 0.04
C 1.47 4.57 1.77 -0.10
H 1.36 3.74 2.48 0.06
H 2.35 5.16 2.07 0.09
H 0.60 5.23 1.86 0.06
C 3.10 3.44 0.26 -0.10
H 3.18 2.53 0.87 0.05
H 3.37 3.19 -0.77 0.07
H 3.81 4.18 0.65 0.09
C 1.57 5.19 -0.69 -0.09
H 1.57 4.84 -1.73 0.06
H 0.67 5.80 -0.54 0.06
H 2.45 5.85 -0.56 0.09
C -0.94 -3.99 3.05 -0.07
H -0.77 -4.42 4.05 0.10
H -1.63 -3.15 3.16 0.09
H -1.42 -4.76 2.44 0.07
C 1.04 -2.53 3.47 -0.07
H 2.06 -2.26 3.19 0.08
H 0.44 -1.62 3.56 0.07
H 1.09 -3.01 4.46 0.10
C 1.40 -4.72 2.39 -0.07
H 2.36 -4.40 1.95 0.08
H 1.59 -5.09 3.41 0.10
H 1.00 -5.55 1.79 0.06
C -0.31 -3.44 -1.81 -0.07
H 0.75 -3.69 -1.99 0.10
H -0.93 -4.02 -2.51 0.10
H -0.46 -2.39 -2.04 0.04
C -2.26 -3.67 -0.20 -0.06
H -2.63 -2.68 -0.49 0.05
H -2.74 -4.42 -0.86 0.10
H -2.58 -3.89 0.83 0.08
C -0.38 -5.31 -0.21 -0.08
H 0.70 -5.47 -0.30 0.09
H -0.74 -5.72 0.75 0.08
H -0.88 -5.85 -1.02 0.10
Be -0.48 -0.39 -0.55 0.15
N -1.88 -0.64 -1.38 0.21
C -2.68 -0.89 -2.24 0.10
C -2.86 -0.46 -3.73 -0.55
C -1.88 0.70 -4.01 -0.02
C -2.53 -1.67 -4.58 -0.04
C -4.30 -0.02 -3.94 -0.04
H -2.25 1.62 -3.53 0.07
H -0.87 0.47 -3.64 0.09
H -1.78 0.91 -5.08 0.11
H -3.20 -2.51 -4.33 0.10
H -2.68 -1.46 -5.65 0.10
H -1.48 -1.99 -4.45 0.09
H -4.46 0.27 -4.98 0.11
H -4.97 -0.85 -3.72 0.10
H -4.54 0.83 -3.29 0.10
C -0.32 1.89 3.96 -0.01
C 0.99 1.41 3.49 -0.43
N 1.33 0.99 2.27 0.06
C 2.64 0.55 2.35 -0.18
C 3.11 0.74 3.63 -0.09
N 2.05 1.29 4.33 0.09
H -0.85 1.09 4.49 0.09
H -0.18 2.74 4.64 0.09
H -0.91 2.19 3.10 0.05
H 3.15 0.11 1.50 0.09
H 4.09 0.57 4.04 0.11
H 2.04 1.57 5.31 0.16
```

For the HOMO-LUMO gap, the calculation gives 4.693 eV. The net charge is +1. The multiplicity is 1.

***

(3)
C33H57BrCuN2O2Si | ωB97M-V/def2-TZVPD

```
97
Properties=species:S:1:pos:R:3:lowdin_spin:R:1
O -4.31 2.58 1.85 0.00
O -5.63 3.05 0.02 0.00
C -4.06 1.15 2.07 0.00
C -3.73 0.88 3.52 0.00
H -3.25 0.83 1.40 0.00
H -4.99 0.64 1.77 0.00
H -2.69 1.13 3.74 0.00
H -3.87 -0.18 3.73 0.00
H -4.39 1.45 4.19 0.00
C -3.16 3.49 2.08 0.00
C -3.63 4.91 1.91 0.00
H -2.37 3.22 1.36 0.00
H -2.81 3.29 3.10 0.00
H -4.02 5.09 0.90 0.00
H -2.79 5.58 2.06 0.00
H -4.40 5.15 2.65 0.00
C -5.11 2.91 -1.33 0.00
C -6.96 2.50 0.20 0.00
C -3.64 3.20 -1.39 0.00
H -5.69 3.63 -1.93 0.00
H -5.34 1.90 -1.70 0.00
H -3.39 4.18 -0.97 0.00
H -3.33 3.20 -2.44 0.00
H -3.04 2.42 -0.89 0.00
C -7.57 3.01 1.47 0.00
H -6.87 1.40 0.21 0.00
H -7.55 2.80 -0.68 0.00
H -6.96 2.77 2.35 0.00
H -8.55 2.54 1.61 0.00
H -7.73 4.09 1.43 0.00
H -4.92 2.83 0.97 0.00
N 1.41 -0.19 0.03 0.01
C 2.67 -0.07 -0.38 0.00
C 3.05 -0.08 -1.72 0.00
C 2.20 0.05 -2.82 0.01
C 3.74 0.15 0.66 0.00
H 3.62 -0.52 1.53 0.00
H 3.73 1.19 1.03 0.00
H 4.72 -0.04 0.21 0.00
C 2.80 0.39 -4.16 0.00
H 2.47 1.38 -4.51 0.00
H 2.53 -0.35 -4.93 0.00
H 3.89 0.41 -4.06 0.00
N 0.89 -0.10 -2.73 0.04
C 0.95 0.29 1.28 0.00
C 0.72 -0.62 2.34 0.00
C 1.03 -2.07 2.18 0.00
C 0.22 -0.14 3.54 0.00
H 0.02 -0.85 4.35 0.00
C 0.01 1.23 3.73 0.00
H -0.36 1.60 4.70 0.00
C 0.30 2.13 2.71 0.00
H 0.18 3.21 2.86 0.00
C 0.76 1.68 1.48 0.00
C 1.10 2.66 0.40 0.00
C -0.02 0.14 -3.78 0.00
C -0.44 -0.94 -4.60 0.00
C 0.24 -2.27 -4.48 0.00
C -1.50 -0.75 -5.48 0.00
H -1.84 -1.60 -6.08 0.00
C -2.12 0.49 -5.61 0.00
H -2.95 0.62 -6.29 0.00
C -1.65 1.58 -4.86 0.00
H -2.10 2.57 -4.98 0.00
C -0.60 1.42 -3.96 0.00
C -0.15 2.58 -3.13 0.00
Cu 0.01 -0.92 -1.18 0.54
H 0.38 -2.55 1.44 0.00
H 0.89 -2.58 3.14 0.00
H 2.06 -2.24 1.85 0.00
H 0.85 2.27 -0.60 0.00
H 2.17 2.93 0.40 0.00
H 0.53 3.60 0.54 0.00
H -0.20 -2.99 -5.18 0.00
H 0.14 -2.69 -3.46 0.00
H 1.31 -2.20 -4.70 0.00
H 0.94 2.58 -2.98 0.00
H -0.63 2.60 -2.14 0.00
H -0.41 3.53 -3.63 0.00
H 4.12 -0.04 -1.92 0.00
C -1.76 -0.47 -1.05 0.21
Si -2.99 -1.88 -1.53 0.02
H -1.93 0.47 -1.62 0.02
H -1.86 -0.18 0.02 0.02
C -3.81 -2.54 0.01 0.00
C -2.81 -3.26 -2.81 0.00
C -4.27 -0.82 -2.49 0.01
H -4.89 -1.47 -3.12 0.00
H -3.77 -0.10 -3.15 0.00
H -4.93 -0.27 -1.81 0.00
H -3.08 -2.94 0.73 0.00
H -4.50 -3.35 -0.26 0.00
H -4.40 -1.76 0.51 0.00
H -2.55 -4.22 -2.36 0.00
H -2.08 -3.04 -3.59 0.00
H -3.78 -3.38 -3.30 0.00
Br -0.40 -3.27 -0.87 0.10
```

For the HOMO-LUMO gap (alpha / beta), the calculation gives 6.312 / 6.514 eV. The expectation value of S² is 0.754. The net charge is 0. The multiplicity is 2.

***

(4)
C33H57Cl22NO4 | ωB97M-V/def2-TZVPD

```
117
Properties=species:S:1:pos:R:3:lowdin_charge:R:1
H -4.26 0.66 -1.85 -0.05
N -3.41 0.21 -2.22 0.12
C -2.64 1.12 -2.67 -0.36
C -3.03 2.59 -2.61 -0.04
C -1.29 0.66 -3.24 -0.13
O -0.38 1.78 -3.19 0.01
C 0.90 1.42 -2.92 -0.55
O 1.80 2.02 -3.45 0.15
O 1.19 0.41 -2.04 0.02
C 1.06 0.76 -0.66 -0.16
O -0.13 1.45 -0.33 -0.02
C 0.23 2.66 0.29 -0.31
C 0.51 2.71 1.65 0.00
C 0.91 3.91 2.18 -0.16
C 1.05 5.09 1.44 -0.19
C 0.74 5.02 0.09 -0.16
C 0.32 3.80 -0.45 -0.16
H -3.97 2.71 -3.18 0.09
H -2.27 3.27 -3.02 0.07
H -3.23 2.90 -1.58 0.02
H -1.00 -0.19 -2.62 0.13
H -1.46 0.31 -4.27 0.05
H 1.93 1.38 -0.37 0.15
H 1.14 -0.18 -0.09 0.15
H 0.43 1.82 2.27 0.13
H 1.14 3.96 3.24 0.04
H 1.35 6.05 1.84 0.06
H 0.80 5.88 -0.57 0.11
H 0.08 3.82 -1.52 0.11
Cl -6.20 -0.10 -1.35 0.60
C -5.71 -1.80 -1.52 -0.69
C -6.87 -2.75 -1.43 -0.73
Cl -7.57 -2.81 0.21 0.54
H -4.96 -2.01 -0.76 0.03
H -5.23 -1.89 -2.50 0.04
H -6.54 -3.76 -1.67 0.03
H -7.66 -2.47 -2.12 0.00
Cl 4.55 8.33 3.65 0.54
C 4.50 6.96 4.80 -0.68
C 4.64 5.63 4.10 -0.66
Cl 3.21 5.24 3.10 0.71
H 3.57 7.03 5.36 0.01
H 5.33 7.10 5.49 0.07
H 4.74 4.83 4.84 -0.04
H 5.52 5.61 3.46 0.07
Cl 5.83 4.05 6.65 0.59
C 6.93 2.64 6.65 -0.62
C 6.33 1.41 6.00 -0.64
Cl 4.99 0.69 6.92 0.54
H 7.22 2.45 7.68 0.02
H 7.82 2.94 6.09 0.08
H 7.09 0.64 5.91 0.07
H 5.95 1.64 5.00 0.07
Cl -6.78 -1.33 -5.44 0.56
C -6.26 -3.02 -5.63 -0.68
C -7.42 -3.98 -5.56 -0.65
Cl -8.13 -4.06 -3.93 0.61
H -5.52 -3.23 -4.86 0.01
H -5.78 -3.10 -6.60 0.08
H -7.08 -4.99 -5.81 0.05
H -8.21 -3.71 -6.26 0.07
Cl -0.22 0.17 -6.28 0.63
C 0.88 -1.22 -6.09 -0.64
C 0.24 -2.51 -6.55 -0.67
Cl -1.09 -3.02 -5.47 0.60
H 1.18 -1.27 -5.05 0.07
H 1.76 -1.01 -6.69 0.08
H 0.98 -3.31 -6.54 -0.04
H -0.16 -2.42 -7.56 0.07
Cl -3.33 -4.03 -1.39 0.62
C -2.58 -5.25 -2.46 -0.64
C -3.11 -5.18 -3.87 -0.67
Cl -4.82 -5.69 -3.98 0.60
H -2.75 -6.23 -2.01 0.07
H -1.51 -5.05 -2.46 0.07
H -2.54 -5.84 -4.51 0.06
H -3.03 -4.17 -4.27 0.00
Cl 2.91 -4.21 -5.67 0.62
C 3.02 -5.35 -4.31 -0.63
C 2.69 -6.76 -4.72 -0.64
Cl 0.96 -6.94 -5.13 0.57
H 2.36 -5.00 -3.52 0.07
H 4.05 -5.31 -3.94 0.08
H 2.89 -7.45 -3.90 0.08
H 3.27 -7.08 -5.58 0.07
Cl -0.62 -10.87 -2.96 0.54
C -0.56 -10.25 -4.63 -0.68
C -0.11 -11.30 -5.62 -0.66
Cl 1.60 -11.74 -5.40 0.53
H 0.10 -9.39 -4.65 -0.01
H -1.57 -9.92 -4.88 0.07
H -0.22 -10.93 -6.63 0.07
H -0.70 -12.21 -5.53 0.07
Cl -2.00 4.95 -0.15 0.77
C -3.44 5.90 0.32 -0.60
C -4.32 5.16 1.30 -0.65
Cl -5.12 3.75 0.55 0.55
H -3.99 6.16 -0.59 0.07
H -3.08 6.82 0.77 0.08
H -5.11 5.82 1.66 0.07
H -3.75 4.81 2.15 0.07
Cl 1.66 5.67 6.74 0.58
C 1.57 4.29 7.87 -0.66
C 1.76 2.97 7.17 -0.69
Cl 0.39 2.58 6.10 0.55
H 0.61 4.34 8.38 0.07
H 2.36 4.43 8.61 0.02
H 1.83 2.17 7.90 0.06
H 2.67 2.96 6.57 0.04
Cl 7.67 4.14 9.87 0.57
C 6.32 4.06 11.03 -0.64
C 5.43 2.86 10.79 -0.62
Cl 4.49 2.99 9.28 0.57
H 5.77 4.99 10.96 0.07
H 6.76 3.99 12.02 0.07
H 4.70 2.79 11.60 0.08
H 6.00 1.94 10.76 0.07
```

For the HOMO-LUMO gap, the calculation gives 9.124 eV. The net charge is 0. As for the SMILES: [H]/N=C(\C)COC(=O)OCOc1ccccc1.ClCCCl.ClCCCl.ClCCCl.ClCCCl.ClCCCl.ClCCCl.ClCCCl.ClCCCl.ClCCCl.ClCCCl.ClCCCl. The multiplicity is 1.